# 1
C17H22N4O3S | the ωB97M-V functional and the def2-TZVPD basis

Structure (XYZ):
```
47
C17H22N4O3S (the ωB97M-V functional and the def2-TZVPD basis)
C -6.575 -3.454 -0.232
C -6.194 -2.244 0.611
C -4.887 -1.672 0.200
N -4.169 -2.104 -0.770
N -3.036 -1.436 -0.959
C -2.870 -0.471 -0.120
N -1.786 0.356 -0.121
C -1.622 1.328 0.810
O -2.424 1.546 1.694
C -0.342 2.155 0.645
N 0.857 1.331 0.721
C 1.302 0.473 -0.225
O 0.648 0.174 -1.218
C 2.638 -0.115 0.027
C 3.640 0.526 0.757
C 4.864 -0.076 0.936
C 5.125 -1.340 0.395
O 6.357 -1.842 0.642
C 6.694 -3.105 0.116
C 4.133 -1.977 -0.347
C 2.911 -1.360 -0.531
C -0.392 2.995 -0.650
C -1.659 3.844 -0.668
C 0.848 3.882 -0.744
S -4.173 -0.294 1.041
H -7.537 -3.847 0.090
H -6.636 -3.176 -1.279
H -5.823 -4.231 -0.133
H -6.958 -1.465 0.522
H -6.138 -2.519 1.668
H -1.032 0.177 -0.804
H -0.313 2.838 1.501
H 1.423 1.444 1.545
H 3.484 1.516 1.163
H 5.650 0.412 1.490
H 7.717 -3.294 0.439
H 6.040 -3.890 0.509
H 6.653 -3.108 -0.977
H 4.303 -2.946 -0.787
H 2.140 -1.843 -1.113
H -0.402 2.316 -1.507
H -1.692 4.445 -1.573
H -2.551 3.223 -0.639
H -1.684 4.512 0.191
H 1.755 3.281 -0.777
H 0.903 4.556 0.109
H 0.807 4.479 -1.651
```

Values from the calculation:
highest occupied orbital energy: -8.7 eV
HOMO-LUMO gap: 0.33760 hartree
largest force on an atom: 1.77 eV/Å
SMILES: CCc1nnc(NC(=O)[C@@H](NC(=O)c2ccc(OC)cc2)C(C)C)s1
energy relative to the best compared isomer or geometry (same formula, charge and spin): 29.63 kcal/mol
multiplicity: 1

=====

# 2
C17H22N4OS | the ωB97M-V functional and the def2-TZVPD basis

Structure (XYZ):
```
45
C17H22N4OS (the ωB97M-V functional and the def2-TZVPD basis)
C 6.302 1.813 0.647
C 5.037 1.156 0.181
C 4.156 1.831 -0.653
C 2.987 1.247 -1.089
C 2.656 -0.053 -0.705
N 1.508 -0.629 -1.234
C 0.850 -1.756 -0.627
C -0.182 -2.337 -1.604
C -1.251 -3.106 -0.834
C -2.082 -2.122 0.001
N -1.242 -1.039 0.469
C -1.599 0.263 0.490
O -0.804 1.167 0.686
C -3.034 0.574 0.296
S -4.334 -0.152 1.158
N -5.424 0.880 0.458
N -4.900 1.695 -0.337
C -3.565 1.601 -0.470
C -2.814 2.511 -1.372
C 0.139 -1.392 0.703
C 3.537 -0.728 0.137
C 4.713 -0.143 0.578
C 5.629 -0.908 1.486
H 6.324 1.883 1.734
H 6.385 2.816 0.235
H 7.174 1.238 0.335
H 4.389 2.840 -0.963
H 2.315 1.796 -1.733
H 0.861 0.067 -1.582
H 1.608 -2.516 -0.418
H -0.656 -1.522 -2.157
H 0.314 -2.982 -2.329
H -0.772 -3.847 -0.192
H -1.912 -3.637 -1.519
H -2.879 -1.709 -0.622
H -2.544 -2.638 0.852
H -2.768 2.093 -2.377
H -1.804 2.649 -0.996
H -3.326 3.467 -1.423
H 0.636 -0.535 1.162
H 0.165 -2.235 1.400
H 3.313 -1.732 0.465
H 6.612 -1.021 1.030
H 5.230 -1.897 1.697
H 5.762 -0.380 2.430
```

Values from the calculation:
highest occupied orbital energy: -7.6 eV
HOMO-LUMO gap: 0.27990 hartree
largest force on an atom: 1.70 eV/Å
SMILES: Cc1ccc(N[C@@H]2CCCN(C(=O)c3snnc3C)C2)cc1C
energy relative to the best compared isomer or geometry (same formula, charge and spin): 28.41 kcal/mol
multiplicity: 1

=====

# 3
C17H22N5 | the ωB97M-V functional and the def2-TZVPD basis

Structure (XYZ):
```
44
C17H22N5 (the ωB97M-V functional and the def2-TZVPD basis)
C -4.741 3.654 1.962
C -5.207 2.692 1.109
C -4.258 1.984 0.406
C -2.946 2.278 0.602
C -1.928 1.483 -0.134
C -1.221 0.495 0.438
C -0.250 -0.204 -0.262
N -0.001 0.061 -1.517
N -0.722 1.015 -2.040
C -1.641 1.745 -1.448
N -2.448 3.219 1.400
C -3.398 3.881 2.056
H -5.419 4.233 2.559
H -6.251 2.475 0.988
H -4.547 1.211 -0.286
H -1.383 0.249 1.473
H 0.314 -0.974 0.227
H -0.529 1.211 -3.019
H -2.141 2.515 -2.000
H -3.061 4.665 2.716
C 5.042 -1.041 -4.533
C 4.081 -0.886 -3.360
C 2.608 -0.916 -3.787
C 2.292 0.183 -4.702
N 2.052 1.060 -5.412
H 4.942 -0.219 -5.243
H 6.073 -1.045 -4.183
H 4.863 -1.977 -5.066
H 4.292 0.053 -2.843
H 4.252 -1.692 -2.644
H 1.961 -0.822 -2.916
H 2.376 -1.861 -4.279
C 1.978 -2.257 3.693
C 0.607 -1.690 4.047
C -0.519 -2.724 3.920
C -0.622 -3.225 2.546
N -0.704 -3.630 1.468
H 2.020 -2.588 2.654
H 2.751 -1.500 3.827
H 2.226 -3.107 4.329
H 0.392 -0.834 3.401
H 0.624 -1.318 5.071
H -1.476 -2.283 4.198
H -0.336 -3.570 4.583
```

Values from the calculation:
highest occupied orbital energy: -13.4 eV
HOMO-LUMO gap: 0.31595 hartree
largest force on an atom: 1.76 eV/Å
multiplicity: 1
charge: +1